## w
C6H7NO2 | the ωB97M-V functional and the def2-TZVPD basis

Computed properties:
Molar mass, g mol⁻¹: 125.13
LUMO, Ha: 0.0240
Total charge: 0
SMILES: O=C1C[C@H]2C[C@@H]2C=NO1

```
16
Properties=species:S:1:pos:R:3:mulliken_charge:R:1
O 2.65 -0.57 0.16 -0.56
C 1.48 -0.32 -0.01 0.54
C 0.44 -1.41 -0.19 -0.73
C -0.92 -0.89 -0.51 0.08
C -2.31 -1.00 0.12 -0.61
C -1.41 0.13 0.52 0.01
C -1.12 1.47 -0.03 -0.31
N 0.08 1.89 -0.28 -0.37
O 1.15 1.02 0.15 -0.23
H 0.81 -2.12 -0.90 0.38
H 0.52 -1.94 0.78 0.24
H -0.92 -0.50 -1.53 0.26
H -2.48 -1.69 0.96 0.24
H -3.15 -0.80 -0.49 0.30
H -1.00 0.00 1.54 0.33
H -1.82 2.26 -0.22 0.42
```

=====

## x
C6H7NO2 | the ωB97M-V functional and the def2-TZVPD basis

Computed properties:
Molar mass, g mol⁻¹: 125.13
LUMO, Ha: 0.0079
Total charge: 0
SMILES: CN1C(=O)C=C[C@H]1C=O

```
16
Properties=species:S:1:pos:R:3:mulliken_charge:R:1
C -0.81 -1.83 -0.05 -1.01
N -0.52 -0.41 -0.21 0.07
C -1.40 0.52 0.36 0.50
O -2.26 0.31 1.17 -0.59
C -0.93 1.80 -0.17 -0.67
C 0.33 1.67 -0.61 -0.33
C 0.66 0.22 -0.63 -0.10
C 2.02 -0.02 0.58 0.07
O 3.23 0.08 0.67 -0.44
H -1.19 -2.18 -0.91 0.39
H 0.15 -2.46 0.29 0.27
H -1.41 -2.09 0.83 0.35
H -1.40 2.79 -0.12 0.39
H 1.14 2.20 -1.05 0.44
H 0.95 -0.28 -1.62 0.37
H 1.47 -0.32 1.48 0.30
```

=====

Q: What are the energies relative to the best structure? A: w 27.4; x 0.0, in kcal/mol.

=====

## w
C8H17N3 | the ωB97M-V functional and the def2-TZVPD basis

Computed properties:
Molar mass, g mol⁻¹: 155.25
LUMO, Ha: -0.2598
Total charge: +2

```
28
Properties=species:S:1:pos:R:3:mulliken_charge:R:1
C 3.31 1.02 -0.25 -0.59
C 3.78 1.93 -1.12 -0.45
C 2.06 1.21 0.48 0.81
C 1.05 2.00 -0.09 0.08
C 2.87 3.07 -1.42 -0.49
C -0.14 2.52 0.55 -1.47
C -3.56 -3.29 0.06 -0.88
C -4.06 -4.59 -0.14 0.34
N -4.37 -5.34 0.93 -0.28
N 1.45 2.55 -1.47 -0.09
N 1.94 0.70 1.75 -0.45
H 3.94 0.11 0.03 0.34
H 4.80 1.79 -1.54 0.40
H 2.89 3.86 -0.63 0.28
H 3.16 3.45 -2.33 0.43
H 0.17 3.21 1.38 0.32
H -0.66 1.59 1.05 0.26
H -0.78 3.05 -0.14 0.45
H -2.73 -2.93 -0.57 0.35
H -3.48 -3.26 1.19 0.26
H -4.44 -2.81 -0.18 0.33
H -3.97 -5.00 -1.17 0.36
H -4.85 -6.27 0.88 0.30
H -4.27 -5.07 1.86 0.21
H 1.20 1.86 -2.11 0.31
H 0.66 3.31 -1.54 0.43
H 1.26 1.07 2.37 0.21
H 2.76 0.26 2.15 0.24
```

=====

## x
C8H17N3 | the ωB97M-V functional and the def2-TZVPD basis

Computed properties:
Molar mass, g mol⁻¹: 155.25
LUMO, Ha: -0.3549
Total charge: +2
SMILES: CC(C)(C)[C@@]1(C)NC=[NH+]C=[NH+]1

```
28
Properties=species:S:1:pos:R:3:mulliken_charge:R:1
C 1.93 -1.26 -0.02 -2.24
C 1.03 -0.01 -0.23 1.04
C 1.84 1.24 0.02 -2.18
C 0.80 -0.11 -1.76 -1.67
C -0.33 -0.05 0.64 0.80
C -0.03 0.07 2.14 -1.40
N -1.07 1.18 0.24 0.15
C -2.30 1.22 -0.20 0.03
N -2.99 0.03 -0.33 -0.08
C -2.25 -1.16 -0.33 -0.09
N -1.06 -1.22 0.13 0.20
H 2.84 -1.15 -0.43 0.60
H 1.58 -2.12 -0.39 0.65
H 2.11 -1.38 0.99 0.51
H 2.79 1.28 -0.65 0.39
H 1.46 2.24 -0.23 0.53
H 2.08 1.46 0.97 0.60
H 1.67 -0.32 -2.32 0.50
H 0.40 0.81 -2.12 0.46
H 0.01 -0.72 -2.16 0.35
H -1.05 0.00 2.61 0.41
H 0.13 1.13 2.43 0.42
H 0.64 -0.72 2.40 0.34
H -0.30 1.83 0.26 0.21
H -2.92 2.02 -0.46 0.51
H -3.98 -0.15 -0.48 0.30
H -2.55 -2.13 -0.70 0.45
H -0.48 -1.98 -0.05 0.22
```

=====

Q: What are the energies relative to the best structure? A: w 0.0; x 39.5, in kcal/mol.

=====

## w
C2H4N2S | the ωB97M-V functional and the def2-TZVPD basis

Computed properties:
Molar mass, g mol⁻¹: 88.14
LUMO (alpha / beta), Ha: 0.0013 / -0.1278
Multiplicity: 3
Total charge: 0

```
9
Properties=species:S:1:pos:R:3:mulliken_charge:R:1
C 0.81 2.12 -0.32 0.11
C 0.26 0.84 0.04 -0.08
N 1.24 3.18 -0.43 -0.42
N -0.65 0.21 -0.79 -0.51
S 1.81 -0.20 0.50 -0.11
H -0.16 0.84 1.15 0.30
H -0.24 0.21 -1.70 0.27
H -0.95 -0.75 -0.62 0.23
H 1.29 -0.92 1.63 0.20
```

=====

## x
C2H4N2S | the ωB97M-V functional and the def2-TZVPD basis

Computed properties:
Molar mass, g mol⁻¹: 88.14
LUMO (alpha / beta), Ha: 0.0239 / -0.1447
Multiplicity: 3
Total charge: 0

```
9
Properties=species:S:1:pos:R:3:mulliken_charge:R:1
C 1.55 -0.55 0.17 0.39
C 0.92 0.62 0.68 -0.27
N 2.08 -1.36 -0.46 -0.39
N 0.58 1.60 -0.02 -0.31
S -2.43 -0.77 0.19 -0.31
H 0.48 0.51 1.77 0.28
H 0.73 1.42 -1.02 0.29
H -1.79 0.24 -0.55 0.14
H -2.13 -1.71 -0.74 0.17
```

=====

Q: What are the energies relative to the best structure? A: w 13.8; x 0.0, in kcal/mol.

=====

## w
C8H11NO3 | the ωB97M-V functional and the def2-TZVPD basis

Computed properties:
Molar mass, g mol⁻¹: 169.18
LUMO (alpha / beta), Ha: -0.0017 / -0.0018
Total charge: 0

```
23
Properties=species:S:1:pos:R:3:mulliken_charge:R:1
C 0.42 -1.97 0.17 -0.40
C 1.66 -2.39 0.06 -0.38
C 0.19 -0.67 -0.16 0.18
C 1.98 -0.28 -0.69 -0.13
C 2.61 1.02 -0.03 0.66
C -2.14 -0.44 -0.05 -0.91
C -0.87 1.31 -1.19 -0.94
C -0.62 1.06 1.13 -0.64
N -0.86 0.31 -0.08 0.28
O 1.89 2.02 -0.01 -0.70
O 3.77 0.84 0.29 -0.65
O 2.51 -1.44 -0.36 -0.23
H -0.43 -2.64 0.57 0.20
H 2.08 -3.36 0.37 0.40
H -3.02 0.35 -0.11 0.33
H -2.26 -1.10 -0.98 0.33
H -2.16 -1.04 0.82 0.42
H -1.72 1.99 -0.93 0.43
H 0.04 1.81 -1.29 0.31
H -1.32 0.83 -1.96 0.45
H 0.20 1.71 1.21 0.32
H -1.60 1.77 1.32 0.33
H -0.35 0.32 1.90 0.34
```

=====

## x
C8H11NO3 | the ωB97M-V functional and the def2-TZVPD basis

Computed properties:
Molar mass, g mol⁻¹: 169.18
LUMO, Ha: 0.0013
Total charge: 0
SMILES: CC1=CC=C[C@@H]([N+](=O)[O-])[C@]1(C)O

```
23
Properties=species:S:1:pos:R:3:mulliken_charge:R:1
C 2.02 -0.14 -1.11 -1.65
C 0.90 0.31 -0.43 0.55
C 0.67 1.65 -0.41 -0.41
C -0.42 2.23 0.40 -0.49
C -1.39 1.50 0.88 -1.00
C -1.31 0.02 0.79 0.00
N -2.32 -0.27 -0.25 1.03
O -3.47 -0.43 0.12 -0.64
O -2.01 -0.20 -1.39 -0.57
C 0.14 -0.57 0.47 1.36
C 0.07 -2.06 -0.11 -1.91
O 0.71 -0.70 1.79 -0.57
H 1.94 -0.58 -2.21 0.29
H 2.43 -1.10 -0.75 0.31
H 2.88 0.54 -1.19 0.44
H 1.32 2.26 -1.08 0.38
H -0.25 3.34 0.37 0.35
H -2.26 1.97 1.35 0.39
H -1.51 -0.43 1.81 0.38
H -0.82 -2.49 0.29 0.47
H 1.02 -2.59 0.16 0.36
H 0.06 -2.03 -1.16 0.44
H 1.59 -0.23 1.67 0.47
```

=====

Q: What are the energies relative to the best structure? A: w 44.2; x 0.0, in kcal/mol.

=====

## w
C4H9N2S | the ωB97M-V functional and the def2-TZVPD basis

Computed properties:
Molar mass, g mol⁻¹: 117.20
LUMO, Ha: -0.2150
Total charge: +1
SMILES: CCC(=S)C(N)=[NH2+]

```
16
Properties=species:S:1:pos:R:3:mulliken_charge:R:1
C 1.18 -1.64 -0.48 -1.15
C 0.27 -1.31 0.70 -0.60
C -0.80 -0.31 0.26 -0.06
S -2.23 -0.96 -0.29 -0.07
C -0.58 1.12 0.07 0.85
N 0.65 1.52 -0.21 -0.22
N -1.65 1.93 -0.01 -0.46
H 0.75 -1.85 -1.43 0.37
H 1.80 -0.75 -0.70 0.49
H 1.70 -2.51 -0.28 0.36
H 0.88 -0.78 1.59 0.26
H -0.13 -2.22 1.26 0.37
H 1.21 0.67 -0.42 -0.03
H 1.10 2.39 -0.56 0.30
H -2.64 1.72 0.35 0.29
H -1.54 2.98 0.15 0.31
```

=====

## x
C4H9N2S | the ωB97M-V functional and the def2-TZVPD basis

Computed properties:
Molar mass, g mol⁻¹: 117.20
LUMO, Ha: -0.1257
Total charge: +1

```
16
Properties=species:S:1:pos:R:3:mulliken_charge:R:1
C 1.58 0.13 -0.05 0.51
C -0.64 -0.42 0.01 0.70
C -1.38 -0.37 1.28 -1.12
C -1.36 -0.28 -1.31 -1.21
N 0.48 0.88 0.04 -0.35
N 2.82 0.56 0.05 -0.37
S 0.92 -1.42 -0.06 -0.07
H -1.84 -1.43 1.44 0.32
H -2.07 0.48 1.45 0.35
H -0.63 -0.49 1.96 0.43
H -2.21 0.37 -1.38 0.36
H -1.66 -1.28 -1.56 0.37
H -0.60 -0.02 -2.07 0.36
H 0.22 1.89 0.07 0.24
H 2.94 1.53 0.35 0.26
H 3.44 -0.13 -0.22 0.23
```

=====

Q: What are the energies relative to the best structure? A: w 5.2; x 0.0, in kcal/mol.

=====

## w
C40H60O30 | the ωB97M-V functional and the def2-TZVPD basis

Computed properties:
Molar mass, g mol⁻¹: 1020.89
LUMO, Ha: -0.0031
Total charge: 0
SMILES: C[C@H]1COC(=O)O1.C[C@H]1COC(=O)O1.C[C@H]1COC(=O)O1.C[C@H]1COC(=O)O1.C[C@H]1COC(=O)O1.C[C@H]1COC(=O)O1.C[C@H]1COC(=O)O1.C[C@H]1COC(=O)O1.C[C@H]1COC(=O)O1.C[C@H]1COC(=O)O1

```
130
Properties=species:S:1:pos:R:3:mulliken_charge:R:1
C 46.92 53.98 33.58 -0.97
C 45.77 54.41 34.38 0.08
C 46.00 54.12 35.90 0.63
O 45.97 55.41 36.50 0.60
C 45.80 56.27 35.52 0.23
O 45.76 57.48 35.69 -0.31
O 45.56 55.81 34.32 -0.56
H 47.87 54.50 33.49 0.21
H 46.53 54.25 32.47 0.35
H 47.20 52.78 33.86 -0.34
H 45.09 53.99 33.98 0.85
H 46.93 53.63 36.05 -0.49
H 45.17 53.39 36.38 -0.32
C 44.86 59.60 37.82 -1.57
C 46.24 60.24 37.99 0.82
C 46.13 61.77 37.95 -0.60
O 46.07 62.06 39.37 -0.40
C 46.58 61.00 40.08 0.64
O 46.93 61.05 41.26 -0.64
O 46.74 60.02 39.28 -0.36
H 44.21 59.83 37.02 0.74
H 44.12 59.89 38.52 0.83
H 44.85 58.64 38.00 -0.21
H 47.00 60.02 37.27 -0.02
H 45.30 62.11 37.34 0.40
H 47.02 62.13 37.56 0.36
C 52.19 52.11 34.26 -1.65
C 51.65 51.56 35.64 0.74
C 50.16 51.76 35.94 1.14
O 49.82 50.51 36.49 -0.32
C 50.62 49.54 36.14 0.57
O 50.41 48.39 36.34 -0.58
O 51.66 50.09 35.53 -0.42
H 52.10 53.18 34.32 0.38
H 51.97 51.62 33.28 0.33
H 53.19 51.99 34.35 0.58
H 52.50 52.07 36.27 0.11
H 49.45 52.17 35.07 -0.45
H 49.96 52.39 36.78 -0.44
C 42.59 56.77 35.71 -0.49
C 41.39 57.27 36.55 0.28
C 40.73 56.32 37.53 -0.26
O 40.48 57.08 38.68 -0.36
C 41.08 58.23 38.59 0.59
O 41.15 59.11 39.52 -0.64
O 41.77 58.32 37.43 -0.30
H 42.17 56.13 34.91 0.29
H 43.43 56.50 36.34 -0.56
H 43.07 57.67 35.42 0.54
H 40.64 57.43 35.86 0.49
H 41.26 55.50 37.94 0.13
H 39.85 55.71 37.11 0.36
C 39.85 50.24 33.66 -2.30
C 41.12 50.75 34.23 0.59
C 41.86 51.66 33.15 -0.23
O 42.36 52.68 33.96 -0.25
C 41.95 52.62 35.21 0.66
O 42.20 53.47 36.09 -0.49
O 41.10 51.64 35.38 -0.37
H 39.29 49.85 34.33 0.61
H 39.64 49.73 32.88 0.64
H 39.12 51.08 33.39 0.39
H 41.57 49.91 34.42 0.33
H 41.22 51.86 32.32 0.37
H 42.84 51.12 32.85 0.06
C 49.84 60.46 32.78 -1.30
C 48.30 60.58 32.81 0.62
C 47.83 59.93 34.07 0.15
O 47.53 60.91 35.06 0.02
C 47.61 62.08 34.33 0.39
O 47.04 63.13 34.64 -0.59
O 48.03 61.96 33.04 -0.33
H 50.16 60.74 33.76 0.33
H 50.11 61.23 31.97 0.34
H 50.13 59.53 32.38 0.37
H 47.81 60.27 31.81 0.33
H 48.42 59.19 34.56 -0.28
H 46.85 59.25 33.78 -0.05
C 52.18 55.84 37.03 -1.98
C 50.70 55.62 36.84 0.76
C 49.82 56.86 37.10 -0.25
O 49.67 57.35 35.75 -0.32
C 50.04 56.46 34.86 0.58
O 49.94 56.36 33.65 -0.63
O 50.47 55.35 35.56 -0.10
H 52.92 55.18 36.97 0.51
H 52.24 56.29 37.92 0.56
H 52.54 56.63 36.36 0.37
H 50.27 54.88 37.34 0.20
H 50.14 57.69 37.59 0.47
H 48.87 56.59 37.38 -0.10
C 44.75 51.85 39.83 -0.74
C 46.12 51.18 39.74 0.23
C 46.71 50.56 38.40 -0.68
O 47.45 51.65 37.87 0.52
C 47.66 52.54 38.79 0.18
O 48.61 53.40 38.75 -0.65
O 47.11 52.14 39.96 -0.37
H 44.78 52.66 40.56 0.06
H 43.84 51.26 39.66 0.50
H 44.60 52.33 38.77 -0.08
H 46.07 50.34 40.43 0.45
H 45.91 50.33 37.70 0.24
H 47.35 49.79 38.68 0.43
C 47.63 49.25 31.33 -1.38
C 47.04 49.29 32.75 0.39
C 48.02 49.64 33.89 -1.53
O 47.08 50.36 34.76 0.06
C 45.98 50.67 34.17 0.25
O 45.09 51.25 34.71 -0.46
O 45.95 50.21 32.89 -0.35
H 46.75 49.00 30.55 0.28
H 48.47 48.56 31.01 0.36
H 48.09 50.25 31.20 0.35
H 46.69 48.29 33.00 0.27
H 48.63 50.36 33.52 0.49
H 48.63 48.96 34.15 1.12
C 46.52 56.43 39.63 -1.19
C 45.17 56.55 40.29 1.03
C 43.86 56.10 39.54 0.48
O 43.37 55.11 40.41 -0.53
C 44.12 55.00 41.59 0.46
O 43.73 54.30 42.45 -0.55
O 45.18 55.79 41.52 -0.44
H 46.64 55.48 39.28 0.20
H 47.36 56.54 40.30 0.49
H 46.50 57.00 38.81 0.06
H 45.14 57.60 40.66 0.01
H 44.11 55.60 38.60 -0.08
H 43.20 56.89 39.53 0.03
```

=====

## x
C40H60O30 | the ωB97M-V functional and the def2-TZVPD basis

Computed properties:
Molar mass, g mol⁻¹: 1020.89
LUMO, Ha: -0.0165
Total charge: 0
SMILES: C[C@H]1COC(=O)O1.C[C@H]1COC(=O)O1.C[C@H]1COC(=O)O1.C[C@H]1COC(=O)O1.C[C@H]1COC(=O)O1.C[C@H]1COC(=O)O1.C[C@H]1COC(=O)O1.C[C@H]1COC(=O)O1.C[C@H]1COC(=O)O1.C[C@H]1COC(=O)O1

```
130
Properties=species:S:1:pos:R:3:mulliken_charge:R:1
C 2.75 1.65 -3.51 -0.66
C 3.69 1.19 -4.62 0.44
C 5.16 1.43 -4.25 -0.18
O 5.73 0.13 -4.45 -0.38
C 4.85 -0.72 -4.98 0.59
O 5.07 -1.82 -5.35 -0.55
O 3.60 -0.19 -4.94 -0.30
H 2.98 1.08 -2.61 0.14
H 1.70 1.37 -3.66 -0.07
H 2.82 2.71 -3.30 0.13
H 3.50 1.75 -5.54 0.32
H 5.27 1.73 -3.21 0.14
H 5.61 2.14 -4.94 0.27
C -6.13 -1.16 -0.56 -1.24
C -5.87 -2.46 -1.32 0.48
C -4.47 -3.09 -1.34 0.85
O -4.67 -4.33 -0.68 -0.23
C -5.99 -4.60 -0.58 0.59
O -6.38 -5.67 -0.22 -0.57
O -6.71 -3.53 -0.85 -0.38
H -6.57 -1.26 0.43 0.37
H -6.88 -0.58 -1.09 0.35
H -5.22 -0.58 -0.39 0.20
H -6.20 -2.27 -2.35 0.26
H -3.73 -2.53 -0.76 -0.74
H -4.02 -3.23 -2.32 0.18
C -0.95 -0.35 2.55 -1.41
C -0.22 -0.73 1.28 1.33
C -1.19 -1.23 0.17 0.09
O -1.16 -0.16 -0.77 -0.18
C -0.10 0.64 -0.54 -0.29
O 0.29 1.47 -1.29 -0.12
O 0.35 0.43 0.71 0.34
H -1.38 -1.16 3.13 0.39
H -1.79 0.29 2.26 0.57
H -0.29 0.32 3.11 -0.16
H 0.53 -1.52 1.39 -0.13
H -2.20 -1.55 0.43 -0.05
H -0.87 -2.07 -0.46 -0.53
C -2.90 4.48 -2.53 -1.76
C -1.58 3.79 -2.86 1.88
C -1.64 2.73 -3.95 0.27
O -0.96 3.34 -5.04 -0.36
C -0.43 4.52 -4.70 0.62
O 0.41 5.10 -5.31 -0.53
O -0.85 4.88 -3.47 -0.41
H -2.67 5.35 -1.93 0.41
H -3.63 3.82 -2.06 0.36
H -3.38 4.89 -3.43 0.45
H -0.99 3.51 -1.99 -0.86
H -2.68 2.53 -4.23 0.31
H -1.17 1.77 -3.70 -0.35
C 3.37 -0.88 2.72 -1.73
C 3.32 0.53 2.18 1.95
C 4.37 1.56 2.63 -0.17
O 4.90 2.10 1.44 -0.37
C 4.44 1.40 0.37 0.36
O 4.60 1.75 -0.76 -0.47
O 3.68 0.36 0.78 -0.28
H 2.78 -1.63 2.19 0.25
H 3.06 -0.94 3.77 0.30
H 4.39 -1.26 2.80 0.50
H 2.32 0.96 2.15 -0.82
H 5.18 1.03 3.14 0.26
H 3.98 2.35 3.27 0.29
C -0.81 -7.29 2.78 -1.16
C -1.53 -7.02 1.47 0.43
C -2.64 -5.98 1.49 -0.46
O -2.11 -4.86 0.77 -0.18
C -0.92 -5.22 0.25 0.50
O -0.26 -4.50 -0.43 -0.46
O -0.57 -6.46 0.58 -0.38
H -1.37 -7.95 3.45 0.39
H -0.58 -6.33 3.24 0.09
H 0.12 -7.86 2.72 0.35
H -1.94 -7.96 1.09 0.29
H -3.08 -5.68 2.44 0.35
H -3.43 -6.42 0.88 0.24
C -0.21 -0.69 6.82 -1.41
C 0.39 -1.96 6.29 0.49
C -0.59 -3.14 6.22 -0.55
O -0.44 -3.58 4.86 -0.33
C 0.54 -2.93 4.25 0.56
O 0.90 -3.11 3.13 -0.43
O 1.02 -1.92 5.01 -0.17
H -0.94 -0.31 6.10 0.28
H 0.50 0.14 6.79 0.34
H -0.72 -0.78 7.77 0.40
H 1.10 -2.35 7.02 0.21
H -1.62 -2.80 6.29 0.31
H -0.37 -3.97 6.89 0.31
C -1.46 3.47 1.40 -0.42
C -0.76 3.94 2.67 0.53
C -1.53 3.56 3.95 -0.55
O -0.60 2.74 4.68 -0.36
C 0.60 2.77 4.12 0.40
O 1.65 2.44 4.56 -0.55
O 0.50 3.30 2.87 0.00
H -0.99 3.80 0.47 -0.41
H -2.42 4.00 1.41 0.55
H -1.55 2.39 1.31 -0.13
H -0.57 5.00 2.52 0.33
H -2.46 3.01 3.79 0.35
H -1.60 4.44 4.59 0.33
C 1.01 -2.95 -2.97 -1.46
C -0.36 -2.72 -3.58 1.70
C -0.37 -1.49 -4.48 0.63
O -1.08 -1.91 -5.64 -0.42
C -1.08 -3.26 -5.67 0.53
O -1.41 -3.91 -6.61 -0.56
O -0.65 -3.78 -4.50 -0.47
H 1.25 -2.05 -2.40 0.22
H 1.80 -3.08 -3.72 0.49
H 1.06 -3.90 -2.45 0.25
H -1.10 -2.65 -2.78 -0.59
H 0.61 -1.11 -4.79 0.01
H -0.84 -0.58 -4.10 -0.26
C 2.67 6.05 0.75 -1.45
C 2.93 5.01 -0.34 1.17
C 1.66 4.57 -1.07 0.60
O 1.81 5.20 -2.33 -0.30
C 3.06 5.78 -2.47 0.44
O 3.42 6.25 -3.49 -0.54
O 3.76 5.63 -1.34 -0.41
H 3.62 6.21 1.27 0.43
H 2.00 5.67 1.52 0.19
H 2.31 6.99 0.35 0.37
H 3.49 4.13 0.00 -0.32
H 0.74 4.93 -0.61 -0.09
H 1.61 3.48 -1.13 -0.15
```

=====

Q: What are the energies relative to the best structure? A: w 283.1; x 0.0, in kcal/mol.